# C4H6ClFNO2

2 unconnected molecules or ions with the total composition C4H6ClFNO2 (ωB97M-V/def2-TZVPD, the OMol25 dataset).

The calculation puts the HOMO-LUMO gap (spin up / spin down) at 7.45 / 7.46 eV. For the relative energy (zero: lowest compared OMol25 entry of this formula, charge and spin), the calculation gives 2.679 eV. The charge is +1.

Last column: natural (NBO) charge in e.
Positions of all 15 atoms, in Å:
C1 1.8020 0.3725 -1.2266  0.4093
C2 0.6747 0.4862 -0.5111  -0.2237
C3 -0.4579 0.7439 -1.0749  0.8109
C4 -2.3987 -0.7261 0.1818  0.0023
N1 0.7424 0.2785 0.8417  -0.7755
O1 2.0229 0.4254 -2.5672  -0.5552
O2 -1.2985 0.9592 -1.9411  -0.3073
F1 -1.1348 -1.5703 0.5852  -0.4253
Cl1 -3.7147 -0.6085 1.3431  0.1099
H1 2.6853 -0.0811 -0.7558  0.2379
H2 -2.6396 -1.2381 -0.8465  0.2352
H3 -1.8655 0.1762 -0.1221  0.1254
H4 -0.1136 -0.0483 1.2852  0.4251
H5 1.5990 -0.1499 1.1940  0.4124
H6 1.2880 0.8808 -3.0850  0.5186